Record 1
# C26H33NOP2Ti

A structure of composition C26H33NOP2Ti at a distorted geometry (wB97M-V/def2-TZVPD, the OMol25 dataset).

Each line ends with the Löwdin spin population.
Element x y z (Å)
Ti: -0.38243 0.13558 0.42794  0.772
P: 1.32872 1.84975 0.39923  0.035
P: 0.90194 -1.95741 0.46130  0.016
O: -2.07969 2.21181 -1.26554  0.071
N: 1.53768 -0.26395 -2.30783  0.001
C: -3.08953 0.35398 4.12298  0.000
C: 2.48904 1.63052 1.78362  0.012
C: -2.04934 0.15939 3.12569  0.001
C: 0.34369 2.20879 -4.78420  0.000
C: -0.19845 -3.38981 0.59121  0.006
C: 0.36703 -3.91235 -3.93935  0.000
C: 0.62448 0.94490 -4.20214  0.000
C: 1.08421 -3.86357 -2.72823  0.000
C: -2.42759 0.26386 5.49188  0.000
C: 2.50995 2.03915 -1.01886  -0.001
C: -3.77967 1.71581 3.97310  0.000
C: 1.48213 -2.65315 -2.18308  0.000
C: -4.16838 -0.72109 3.98603  0.000
C: 0.06982 -2.75159 -4.62446  0.000
C: -1.15857 -0.00947 2.28893  0.000
C: 1.49447 3.32230 -2.97255  0.000
C: 0.67361 3.52869 0.61696  0.007
C: -1.52937 1.37850 -0.64336  0.078
C: 2.12300 -2.51374 -0.81885  -0.001
C: 0.48759 -1.48278 -4.13392  0.000
C: 1.21222 -1.44035 -2.89300  0.000
C: 1.80380 2.12031 -2.35749  0.000
C: 0.76982 3.36681 -4.17546  0.000
C: 1.90995 -2.12262 1.96401  0.003
C: 1.35672 0.90100 -2.96234  0.001
C: 0.17894 -0.26303 -4.73823  0.000
H: -1.05913 -0.57558 -0.88725  -0.007
H: -0.86042 -3.23938 1.45603  0.000
H: 1.30512 -4.77640 -2.18821  0.000
H: -1.92023 -0.70000 5.59924  0.000
H: -0.21626 2.21239 -5.72273  0.000
H: -0.46867 -2.76651 -5.57566  0.000
H: -3.73585 -1.72390 4.01360  0.000
H: 2.73475 -1.39642 1.97296  0.000
H: 3.09736 0.72645 1.63985  0.000
H: 3.16269 2.50098 1.85450  0.002
H: 2.55547 -3.45812 -0.46070  0.000
H: -3.06626 2.54326 4.02527  0.000
H: 2.32533 -3.14158 1.97850  0.000
H: -4.90197 -0.63769 4.78687  0.000
H: 3.15584 1.14477 -0.98345  0.000
H: 0.05836 3.54953 1.52778  0.000
H: -4.51684 1.85121 4.76554  0.000
H: 0.53161 4.33492 -4.61110  0.000
H: 0.41606 -4.29024 0.74396  0.001
H: -3.14401 0.37020 6.30469  0.000
H: 1.93742 1.53284 2.72890  0.000
H: -1.67245 1.05053 5.59135  0.000
H: 0.01634 -4.87926 -4.30138  0.000
H: 1.27398 -1.98056 2.84851  0.000
H: 1.80472 4.23994 -2.49559  0.000
H: 1.48994 4.26193 0.71975  0.001
H: -4.69401 -0.60773 3.03222  0.000
H: 3.10732 2.94365 -0.83031  0.000
H: -4.30532 1.78497 3.01385  0.000
H: 0.03561 3.80677 -0.23251  0.000
H: 2.89170 -1.71919 -0.83472  0.000
H: -0.79288 -3.48106 -0.32749  0.000
H: -0.43109 -0.26695 -5.63627  0.000

Its total charge is +1. The value obtained for the molar mass is 485.4 g mol⁻¹. For the electronic energy, the calculation gives -2672.4580 Ha. Its expectation value of S² is 0.754. The calculation puts the LUMO energy (spin up / spin down) at -3.78 / -3.63 eV. As for the multiplicity: 2.


Record 2
# C26H33O2S3Tc

A structure of composition C26H33O2S3Tc (wB97M-V/def2-TZVPD, the OMol25 dataset).

Each line ends with the Löwdin spin population.
Element x y z (Å)
Tc: 0.19005 -0.23068 -0.13256  2.048
S: 1.51999 2.82375 1.61825  0.011
S: -3.06121 0.98070 0.59031  0.012
S: -0.20048 0.01531 -2.20785  0.704
O: 0.69228 1.56787 1.46327  0.046
O: -1.57278 0.90525 0.37327  0.049
C: 0.50199 -2.36374 -0.41676  -0.012
C: -2.04960 3.25711 1.89167  0.000
C: 2.24074 3.12891 -2.36589  0.005
C: -0.99925 3.90104 0.98423  0.000
C: 3.39047 3.97275 0.02055  0.000
C: 1.06096 -1.51117 1.66809  0.041
C: 1.62965 2.81898 -1.16132  0.010
C: 0.08947 -2.24953 0.96347  -0.001
C: -4.89462 -0.89001 3.63526  0.000
C: 2.66519 -1.69927 -1.74868  0.008
C: 0.30043 4.18291 1.74730  0.003
C: -3.27868 2.71127 1.16003  0.002
C: 2.21113 3.23959 0.02131  0.003
C: -4.62793 -0.30623 2.40633  0.000
C: -2.60579 -0.53734 4.30466  0.000
C: 1.07321 -1.16486 3.11780  0.009
C: -1.14205 -2.90968 1.49026  0.004
C: 3.98527 4.29774 -1.18842  0.002
C: 3.32128 -0.38848 1.07598  0.004
C: -0.14663 -3.26361 -1.41881  0.004
C: 2.06811 -1.12310 0.72920  0.008
C: 1.76584 -1.68937 -0.55613  0.013
C: -3.88551 -0.99951 4.58269  0.000
C: -3.34810 0.16588 2.15032  0.002
C: -2.32619 0.04569 3.07951  0.001
C: 3.41413 3.87042 -2.37952  0.000
H: 3.94160 -0.21672 0.19914  0.000
H: -1.38903 4.84315 0.59417  0.000
H: -1.20804 -3.05073 -1.53242  0.000
H: 3.90017 -0.98846 1.78221  0.000
H: 0.70105 2.26097 -1.17791  0.010
H: 1.89836 -1.66880 3.62499  0.003
H: 0.11960 4.32178 2.81419  0.000
H: -1.59224 2.45720 2.47381  0.000
H: -5.88549 -1.26493 3.85063  0.000
H: 3.88840 4.11196 -3.32062  0.000
H: -5.40278 -0.22486 1.65391  0.000
H: 4.90375 4.86780 -1.19920  0.000
H: -0.03582 -4.30256 -1.10113  -0.002
H: 3.12505 -0.72505 -1.91095  0.001
H: 1.19788 -0.09121 3.25881  0.001
H: 3.85001 4.27374 0.95428  0.000
H: 0.15147 -1.47167 3.60959  0.000
H: -4.09453 -1.45491 5.54111  0.000
H: -1.82532 -0.63351 5.04952  0.000
H: -1.37928 -2.60075 2.50364  0.000
H: -0.99117 -3.99167 1.48954  0.000
H: -4.15026 2.66644 1.81373  0.000
H: 1.79159 2.78907 -3.28976  0.002
H: -1.32929 0.39558 2.83502  0.001
H: -3.54336 3.29745 0.28000  0.000
H: 0.31395 -3.15429 -2.39708  0.003
H: -0.79336 3.26643 0.12181  0.000
H: 3.12911 0.56581 1.56454  0.000
H: -2.00766 -2.70633 0.85869  0.001
H: 3.45984 -2.43518 -1.61216  -0.001
H: 2.11008 -1.94611 -2.65028  0.005
H: 0.83014 5.06281 1.38101  0.000
H: -2.39522 4.00376 2.61091  0.000

Its total charge is +1. The value obtained for the molar mass is 571.7 g mol⁻¹. For the electronic energy, the calculation gives -2436.1340 Ha. Its expectation value of S² is 3.788. The calculation puts the LUMO energy (spin up / spin down) at -2.67 / -3.46 eV. As for the multiplicity: 4.


Record 3
# C26H34Br2IN8S2Ti

A structure of composition C26H34Br2IN8S2Ti at a distorted geometry (wB97M-V/def2-TZVPD, the OMol25 dataset).

Each line ends with the Löwdin spin population.
Element x y z (Å)
I: 1.18316 -3.29941 1.59751  0.001
Br: -2.46328 1.13499 0.43385  0.000
Br: -5.23372 -4.21592 1.56721  0.154
Ti: -0.46916 -0.15017 1.33653  0.003
S: 1.31444 0.07157 3.08087  0.000
S: -1.92401 -0.04992 3.24160  0.003
N: 0.94636 1.18460 0.45337  0.000
N: 1.55249 3.06486 -0.94359  0.000
N: 2.35966 -0.59008 6.25262  0.000
N: 0.01885 3.30798 0.78178  0.000
N: -0.25277 -0.97527 -0.70223  0.000
N: -2.31909 -2.09528 -1.06582  0.000
N: -2.23495 -1.24113 6.62192  0.000
N: -1.48442 -0.64681 -2.67408  0.000
C: -2.22783 -1.22405 -3.85464  0.000
C: -0.11669 3.26275 2.24215  0.000
C: 1.18623 -2.17690 -2.20214  0.000
C: -1.59608 -0.86719 5.74435  0.000
C: 2.21440 -0.59960 -0.77617  0.000
C: -3.75044 -1.68929 -1.17813  0.000
C: 2.21533 0.50558 0.13803  0.000
C: 3.61716 -2.11021 -2.08572  0.000
C: 0.48816 -0.49553 4.50217  0.000
C: -1.31445 -1.26033 -1.47327  0.000
C: -0.86793 -0.46409 4.56606  0.000
C: 1.70050 4.49160 -0.96093  0.000
C: 3.48747 -1.15635 -1.07171  0.000
C: 1.03382 -1.20026 -1.23392  0.000
C: 4.67899 -0.53572 -0.56416  0.000
C: -0.66036 0.56437 -2.93917  0.000
C: 1.42929 -0.54483 5.57948  0.000
C: 0.80073 2.44196 0.05091  0.000
C: -0.89246 4.16178 0.11568  0.000
C: 2.06295 2.35760 -2.11340  0.000
C: -2.09124 -3.39648 -0.41458  0.002
C: -0.52407 -2.16024 2.10076  0.003
C: 2.46444 -2.55990 -2.63850  0.000
C: 4.63910 0.54519 0.26618  0.000
C: 3.37470 1.03340 0.69295  0.000
C: -4.54500 -2.82439 2.63919  0.749
H: 0.30405 -2.68349 -2.60343  0.000
H: -4.66032 -1.93438 2.01100  0.034
H: 0.66976 2.64066 2.71402  0.000
H: 0.32226 0.29829 -3.30047  0.000
H: -0.47669 -2.23955 3.23794  0.000
H: -1.49210 -1.43686 -4.67825  0.000
H: 1.29318 4.96277 -0.08104  0.000
H: -0.74946 5.22746 0.08952  0.000
H: 1.72169 1.29406 -1.99475  0.000
H: -4.38202 -2.44230 -1.64762  0.000
H: 5.65166 -0.95224 -0.99731  0.000
H: -1.06855 1.08111 -3.80044  0.000
H: -4.39377 -2.91696 3.67426  0.043
H: -0.94435 3.91309 -0.93018  0.000
H: -3.02462 -0.56499 -4.17445  0.000
H: 4.61129 -2.49731 -2.32098  0.000
H: -2.73803 -3.42339 0.44287  0.004
H: 3.26772 1.82809 1.39607  0.000
H: 1.37497 4.93536 -1.91858  0.000
H: 5.59567 0.97245 0.55181  0.000
H: -3.89314 -0.73354 -1.78914  0.000
H: -1.41107 -2.75329 1.80945  0.005
H: 3.19023 2.28688 -2.04284  0.000
H: 2.52879 -3.23016 -3.48940  0.000
H: -1.91665 4.09181 0.48532  0.000
H: -1.10105 -3.37905 -0.05413  0.000
H: -4.00396 -1.51105 -0.16799  0.000
H: -1.14747 2.99879 2.44792  0.000
H: -2.26551 -4.21679 -1.15104  0.000
H: -2.73933 -2.16203 -3.48830  0.000
H: 1.80884 2.82959 -3.10493  0.000
H: -0.60387 1.19282 -2.01935  0.000
H: 2.80306 4.69800 -0.84983  0.000
H: 0.06851 4.22730 2.63124  0.000

Its total charge is 0. The value obtained for the molar mass is 857.3 g mol⁻¹. For the electronic energy, the calculation gives -8540.6989 Ha. Its expectation value of S² is 0.755. For the energy above the lowest of the compared OMol25 structures with the same formula, charge and spin, the calculation gives 4.5 kJ/mol. The calculation puts the LUMO energy (spin up / spin down) at -0.38 / -0.39 eV. As for the multiplicity: 2.